# 1
# C24H51F9N3O9Pd

A molecular structure, C24H51F9N3O9Pd (the ωB97M-V functional and the def2-TZVPD basis, the Open Molecules 2025 dataset).

XYZ file:
```
97
Properties=species:S:1:pos:R:3:mulliken_charge:R:1
Pd 0.32 0.29 0.21 2.081
C 3.29 -1.18 -0.64 -0.425
O 3.05 -1.74 -1.98 -0.207
O 2.09 -1.05 -0.11 -0.343
C 4.45 -1.90 0.12 0.574
F 4.32 -1.66 1.43 -0.165
F 4.58 -3.24 -0.10 -0.324
F 5.65 -1.44 -0.32 -0.298
C 4.02 -1.57 -2.97 -0.203
C 3.65 -2.37 -4.22 -1.230
H 4.30 -2.24 -5.08 0.399
H 3.45 -3.41 -3.95 0.320
H 2.67 -2.09 -4.61 0.145
H 4.98 -2.00 -2.67 0.384
H 4.23 -0.52 -3.24 0.259
H 3.70 -0.15 -0.76 0.116
C -1.88 -2.53 -0.23 -0.219
O -1.38 -3.77 0.25 -0.205
O -0.81 -1.71 -0.23 -0.005
C -2.73 -2.74 -1.51 0.273
F -2.20 -3.69 -2.32 -0.328
F -3.99 -3.14 -1.29 -0.339
F -2.83 -1.62 -2.27 -0.124
C -2.34 -4.73 0.66 -0.102
C -1.58 -5.98 1.09 -1.389
H -0.77 -6.18 0.38 0.324
H -0.92 -5.93 1.97 0.348
H -2.19 -6.87 1.16 0.354
H -2.96 -5.05 -0.18 0.225
H -2.97 -4.34 1.47 0.253
H -2.61 -2.16 0.52 -0.156
C 1.99 2.80 1.28 -0.542
O 2.46 1.74 2.11 0.046
O 1.40 2.25 0.19 -0.693
C 1.04 3.54 2.22 0.719
F 1.80 4.06 3.26 -0.332
F 0.34 4.60 1.71 -0.360
F 0.11 2.76 2.81 -0.126
C 3.87 1.65 2.29 -0.199
C 4.07 0.74 3.49 -1.083
H 5.10 0.57 3.81 0.430
H 3.60 1.20 4.36 0.307
H 3.53 -0.19 3.34 0.086
H 4.47 2.56 2.38 0.321
H 4.14 1.14 1.35 0.062
H 2.80 3.50 1.04 0.265
C -1.75 -1.20 3.51 -1.175
C -0.53 -0.29 3.41 1.507
C 0.27 -0.14 4.71 -1.161
O -0.45 0.16 5.89 -0.472
C -0.90 1.49 5.96 -0.550
N 0.37 -0.67 2.29 0.274
H -2.37 -0.87 4.34 0.405
H -1.46 -2.25 3.52 0.382
H -2.30 -1.04 2.58 0.008
H -0.80 0.72 3.08 -0.880
H 1.09 0.59 4.67 0.461
H 0.81 -1.08 4.91 0.437
H -0.08 2.14 5.66 0.192
H -1.11 1.84 6.98 0.309
H -1.88 1.60 5.49 0.201
H 0.20 -1.66 2.12 0.214
H 1.29 -0.67 2.72 -0.241
C -0.31 -0.61 -3.82 -1.373
C 0.55 0.50 -3.21 0.769
C 0.75 1.65 -4.18 -1.056
O -0.53 2.15 -4.58 -0.192
C -0.53 2.83 -5.80 -0.911
N -0.10 0.94 -1.95 0.673
H -1.27 -0.22 -4.15 0.343
H -0.53 -1.38 -3.09 -0.132
H 0.25 -0.97 -4.69 0.600
H 1.50 0.11 -2.81 -0.273
H 1.29 1.23 -5.04 0.572
H 1.41 2.44 -3.83 0.415
H -1.52 3.32 -5.86 0.214
H -0.57 2.21 -6.69 0.322
H 0.14 3.69 -5.79 0.355
H 0.16 1.93 -1.84 0.177
H -1.05 1.18 -2.26 -0.387
C -3.87 2.31 1.23 -1.544
C -3.03 1.29 0.46 0.795
C -3.43 1.27 -1.01 -0.356
O -3.16 2.50 -1.63 -0.375
C -3.89 2.70 -2.82 -0.851
N -1.57 1.70 0.63 0.037
H -3.77 2.49 2.30 0.371
H -4.92 2.07 1.03 0.438
H -3.76 3.30 0.78 0.351
H -3.13 0.30 0.90 -0.571
H -4.47 0.94 -1.06 0.716
H -2.82 0.49 -1.49 -0.154
H -4.94 2.95 -2.60 0.342
H -3.88 1.72 -3.33 0.308
H -3.48 3.46 -3.48 0.228
H -1.71 2.06 1.57 0.038
H -1.46 2.56 0.08 0.302
```

Computed properties:
Net charge   -1
E_LUMO (alpha / beta)   0.090 / 0.090 hartree
2S+1   3
Relative energy (zero: lowest compared OMol25 entry of this formula, charge and spin)   51.9 kcal per mole
Orbital gap (alpha / beta)   7.20 / 7.40 eV

=====

# 2
# C18H60FNO13P

12 unconnected molecules or ions with the total composition C18H60FNO13P (the ωB97M-V functional and the def2-TZVPD basis, the Open Molecules 2025 dataset).

XYZ file:
```
94
Properties=species:S:1:pos:R:3:mulliken_charge:R:1
C -0.06 -0.44 -2.25 -1.336
C 0.85 -0.25 -1.02 0.972
C 0.08 0.09 0.24 -0.740
F -0.87 -0.99 0.38 -0.453
P 1.14 0.11 1.86 0.923
N 2.41 1.44 1.08 0.540
C 3.73 1.24 1.53 0.354
C 4.62 0.53 0.52 -1.092
O 4.17 1.54 2.61 -0.552
C 1.99 2.78 1.18 0.270
C 1.09 3.28 0.08 -0.896
O 2.34 3.55 2.06 -0.638
H -1.09 -0.15 -2.02 0.193
H 0.26 0.15 -3.11 0.254
H -0.06 -1.49 -2.56 0.369
H 1.33 -1.21 -0.79 -0.475
H 1.64 0.47 -1.21 0.366
H -0.53 0.99 0.11 0.600
H 1.94 -0.96 1.22 -0.646
H 1.99 0.04 3.03 -0.006
H 0.38 1.22 2.44 -0.102
H 0.24 -0.81 2.43 -0.152
H 4.05 0.08 -0.29 0.044
H 5.18 -0.25 1.05 0.313
H 5.35 1.25 0.14 0.372
H 1.72 3.83 -0.62 0.228
H 0.37 3.97 0.49 0.259
H 0.61 2.48 -0.48 0.094
C 1.80 3.06 5.21 -0.771
O 0.75 2.27 5.79 -0.527
H 2.50 2.39 4.72 0.314
H 1.42 3.75 4.47 0.288
H 2.33 3.62 6.00 0.425
H 0.13 2.86 6.21 0.276
C -3.69 1.32 -3.42 -0.300
O -3.22 1.20 -2.09 -0.469
H -3.21 2.20 -3.86 0.160
H -3.42 0.44 -4.02 0.243
H -4.77 1.47 -3.46 0.082
H -3.64 0.43 -1.70 0.258
C -0.43 -4.08 3.71 -0.482
O -0.40 -2.84 3.01 -0.392
H 0.02 -3.92 4.69 0.261
H -1.45 -4.45 3.85 0.277
H 0.15 -4.83 3.16 0.074
H -0.79 -2.96 2.14 0.195
C 0.98 -7.17 1.35 -0.411
O -0.38 -6.74 1.32 -0.488
H 1.16 -7.60 2.33 0.204
H 1.17 -7.94 0.59 0.319
H 1.64 -6.32 1.19 0.065
H -0.53 -6.31 0.47 0.283
C 3.03 -3.61 1.99 -0.655
O 1.88 -3.92 1.22 -0.232
H 3.68 -4.49 1.97 0.343
H 3.57 -2.76 1.58 0.170
H 2.77 -3.38 3.03 0.278
H 1.31 -3.14 1.25 0.115
C -0.20 5.77 -2.82 -0.208
O 0.72 5.96 -1.76 -0.467
H 0.15 4.90 -3.39 -0.150
H -1.20 5.55 -2.45 0.292
H -0.24 6.64 -3.49 0.316
H 0.43 6.70 -1.23 0.266
C -7.97 1.54 -3.79 -0.491
O -7.21 2.33 -4.70 -0.507
H -7.29 0.82 -3.34 0.119
H -8.41 2.15 -3.00 0.305
H -8.77 0.99 -4.31 0.266
H -7.80 2.97 -5.11 0.282
C -0.06 2.64 -5.14 -0.311
O 0.92 2.57 -4.12 -0.440
H -0.95 2.16 -4.75 -0.098
H -0.31 3.67 -5.40 0.313
H 0.25 2.11 -6.04 0.303
H 1.73 2.98 -4.44 0.246
C -7.24 -1.83 -4.51 -0.546
O -6.71 -1.88 -3.19 -0.484
H -6.84 -0.94 -4.98 0.200
H -6.93 -2.70 -5.10 0.305
H -8.33 -1.77 -4.50 0.268
H -7.04 -2.67 -2.75 0.271
C 3.81 0.63 7.92 -0.542
O 2.80 1.58 8.20 -0.537
H 4.19 0.27 8.87 0.230
H 3.43 -0.21 7.35 0.248
H 4.64 1.08 7.36 0.244
H 2.45 1.89 7.36 0.358
C 3.09 -2.70 -2.61 -0.517
O 3.58 -2.71 -1.28 -0.405
H 3.57 -1.87 -3.13 0.213
H 3.35 -3.64 -3.12 0.339
H 2.01 -2.56 -2.64 0.141
H 3.14 -3.43 -0.80 0.212
```

Computed properties:
Net charge   -1
E_LUMO   0.070 hartree
2S+1   1
Relative energy (zero: lowest compared OMol25 entry of this formula, charge and spin)   0.0 kcal per mole
Orbital gap   5.99 eV

=====

# 3
# C96H62F16O15S

9 unconnected molecules or ions with the total composition C96H62F16O15S (the ωB97M-V functional and the def2-TZVPD basis, the Open Molecules 2025 dataset).

XYZ file:
```
190
Properties=species:S:1:pos:R:3:mulliken_charge:R:1
C 2.54 0.21 -5.06 -0.693
C 3.94 -0.35 -4.69 1.238
C 4.19 -1.78 -5.00 -0.224
F 5.43 -2.16 -4.66 -0.334
F 3.38 -2.66 -4.43 -0.076
F 4.87 0.34 -5.35 -0.349
F 4.16 -0.02 -3.42 -0.099
O 1.76 -0.69 -5.94 -0.384
C 0.47 -0.21 -6.06 0.754
C -0.43 -1.13 -6.91 0.171
F -0.69 -2.30 -6.15 -0.216
F -1.61 -0.74 -7.32 -0.229
F -0.07 -0.10 -4.83 -0.030
F 0.51 0.97 -6.67 -0.288
H 2.80 1.17 -5.51 0.408
H 1.89 0.62 -4.29 0.193
H 4.33 -1.96 -6.06 0.130
H 0.21 -1.46 -7.73 0.187
C 2.12 3.69 -1.32 -0.300
C 2.91 3.59 -2.62 0.866
C 3.16 4.93 -3.35 0.060
F 3.73 4.67 -4.58 -0.274
F 2.08 5.67 -3.44 -0.266
F 4.00 2.92 -2.39 -0.315
F 2.16 2.75 -3.37 -0.154
O 2.64 4.79 -0.50 -0.440
C 2.72 4.52 0.95 0.948
C 3.50 5.60 1.71 0.030
F 3.34 5.50 3.01 -0.243
F 4.83 5.73 1.53 -0.241
F 1.46 4.24 1.38 -0.247
F 3.41 3.38 1.17 -0.203
H 2.02 2.76 -0.76 -0.164
H 1.11 3.87 -1.67 0.304
H 3.69 5.56 -2.64 0.336
H 3.04 6.55 1.40 0.214
C -1.56 -0.19 -1.31 -0.475
S 0.13 -0.29 -0.47 0.560
O 1.19 0.11 -1.45 -0.475
C -0.26 1.00 0.67 0.449
H -1.57 -0.88 -2.16 0.223
H -1.70 0.86 -1.58 -0.282
H -2.29 -0.56 -0.58 0.583
H -1.08 1.69 0.47 -0.015
H 0.62 1.64 0.55 -0.494
H -0.15 0.74 1.72 0.021
C 2.13 0.02 4.16 0.764
C 2.49 -0.98 3.38 -1.252
C 3.78 -1.36 3.17 -0.224
C 4.79 -0.83 3.98 0.239
C 4.38 0.15 4.90 0.320
C 3.01 0.60 4.95 -1.250
C 5.48 0.76 5.71 0.486
O 5.18 1.82 6.34 -0.731
C 6.76 0.07 5.91 0.011
C 7.64 0.34 6.98 -0.663
C 8.72 -0.46 7.18 -0.340
C 8.93 -1.58 6.52 -0.574
C 7.93 -2.03 5.57 -0.702
C 6.92 -1.16 5.13 0.458
C 6.16 -1.41 3.97 0.368
O 6.61 -2.18 3.05 -0.611
H 1.10 0.33 4.11 0.320
H 1.68 -1.57 2.98 0.572
H 3.89 -2.20 2.50 0.572
H 2.82 1.43 5.61 0.602
H 7.47 1.15 7.67 0.443
H 9.41 -0.25 7.99 0.368
H 9.81 -2.21 6.62 0.418
H 8.07 -2.97 5.06 0.428
C -5.50 -6.69 -0.44 -0.585
C -4.67 -7.45 0.28 -0.328
C -3.31 -7.17 0.48 -0.855
C -2.73 -6.15 -0.20 0.315
C -3.58 -5.39 -1.07 0.523
C -4.92 -5.80 -1.24 -0.374
C -2.96 -4.31 -2.01 0.455
O -3.72 -3.67 -2.78 -0.711
C -1.46 -4.45 -2.25 0.262
C -0.87 -3.73 -3.27 -0.774
C 0.51 -3.52 -3.23 0.422
C 1.32 -4.31 -2.40 -0.921
C 0.71 -5.06 -1.42 -0.812
C -0.65 -5.12 -1.32 0.268
C -1.26 -6.01 -0.23 0.425
O -0.52 -6.65 0.56 -0.694
H -6.55 -6.94 -0.35 0.417
H -5.22 -8.24 0.76 0.322
H -2.81 -7.85 1.15 0.443
H -5.63 -5.35 -1.93 0.380
H -1.55 -3.13 -3.86 0.296
H 0.90 -2.75 -3.87 0.253
H 2.39 -4.19 -2.38 0.650
H 1.37 -5.53 -0.69 0.582
C -3.97 -0.88 -4.51 0.242
C -4.57 -0.39 -5.68 -0.782
C -5.79 0.32 -5.68 -1.274
C -6.22 0.97 -4.50 1.089
C -5.61 0.54 -3.33 -0.290
C -4.60 -0.43 -3.37 -0.486
C -6.12 1.02 -1.96 0.175
O -5.66 0.58 -0.96 -0.697
C -7.26 2.07 -1.99 0.850
C -7.89 2.39 -0.74 -0.936
C -8.90 3.25 -0.76 -0.206
C -9.43 3.81 -1.94 -0.728
C -8.83 3.49 -3.18 -0.688
C -7.80 2.58 -3.22 -0.009
C -7.29 2.15 -4.56 0.973
O -7.66 2.50 -5.68 -0.698
H -3.15 -1.58 -4.46 0.332
H -4.15 -0.81 -6.59 0.488
H -6.22 0.64 -6.61 0.416
H -4.17 -0.75 -2.43 0.454
H -7.63 1.98 0.22 0.475
H -9.35 3.59 0.16 0.407
H -10.17 4.59 -1.89 0.394
H -9.21 3.92 -4.09 0.488
C 0.32 1.55 8.38 -0.999
C -0.38 0.80 9.35 -0.282
C -1.56 0.05 8.99 -0.772
C -1.93 -0.09 7.64 0.404
C -1.25 0.64 6.63 0.039
C -0.12 1.36 7.03 -0.090
C -1.65 0.56 5.16 0.402
O -1.00 1.18 4.30 -0.712
C -3.04 -0.03 4.87 0.471
C -3.63 0.04 3.63 -0.690
C -4.86 -0.53 3.37 -0.433
C -5.46 -1.42 4.28 -0.847
C -4.69 -1.60 5.43 -0.778
C -3.59 -0.85 5.89 0.624
C -3.10 -1.02 7.27 0.450
O -3.71 -1.82 8.01 -0.661
H 1.30 1.97 8.54 0.407
H -0.11 0.71 10.39 0.379
H -2.08 -0.46 9.79 0.451
H 0.41 1.88 6.25 0.567
H -3.15 0.68 2.91 0.682
H -5.32 -0.54 2.39 0.511
H -6.40 -1.92 4.14 0.462
H -5.23 -2.26 6.10 0.354
C 6.21 0.58 -0.20 -0.930
C 4.95 0.00 -0.43 0.153
C 4.87 -1.42 -0.33 -0.840
C 5.97 -2.22 -0.16 0.629
C 7.25 -1.62 -0.02 0.355
C 7.34 -0.23 0.05 -0.861
C 8.50 -2.42 0.08 0.541
O 9.54 -1.82 0.35 -0.714
C 8.38 -3.86 -0.17 0.356
C 9.51 -4.67 -0.10 -0.681
C 9.42 -6.04 -0.24 -0.410
C 8.22 -6.64 -0.52 -0.646
C 7.10 -5.83 -0.77 -0.647
C 7.13 -4.43 -0.46 0.240
C 5.85 -3.69 -0.25 0.603
O 4.77 -4.31 -0.16 -0.714
H 6.43 1.63 -0.32 0.497
H 4.07 0.50 -0.80 0.336
H 3.97 -1.92 -0.67 0.568
H 8.32 0.22 0.11 0.537
H 10.45 -4.18 0.11 0.467
H 10.35 -6.58 -0.11 0.382
H 8.15 -7.71 -0.62 0.397
H 6.28 -6.32 -1.27 0.406
C -6.57 6.06 1.50 -0.445
C -5.90 4.98 2.16 -0.870
C -5.15 4.11 1.33 -0.675
C -5.02 4.31 -0.12 0.355
C -5.72 5.39 -0.72 0.644
C -6.38 6.30 0.08 -0.858
C -5.75 5.65 -2.22 0.910
O -6.33 6.63 -2.70 -0.714
C -4.85 4.81 -3.04 0.558
C -4.79 5.03 -4.38 -0.711
C -4.12 4.16 -5.23 -0.606
C -3.40 3.11 -4.67 -1.032
C -3.35 2.96 -3.31 -0.277
C -4.04 3.79 -2.42 0.366
C -4.05 3.51 -0.96 0.115
O -3.40 2.56 -0.48 -0.523
H -7.16 6.83 1.98 0.442
H -5.96 4.70 3.20 0.445
H -4.73 3.25 1.82 0.708
H -6.92 7.09 -0.43 0.474
H -5.30 5.80 -4.94 0.432
H -4.06 4.31 -6.30 0.461
H -2.76 2.53 -5.33 0.431
H -2.78 2.11 -2.96 0.274
```

Computed properties:
E_LUMO   -0.054 hartree
2S+1   1
Orbital gap   7.48 eV

=====

# 4
# C6H14ClLiO7

A molecular structure, C6H14ClLiO7 (the ωB97M-V functional and the def2-TZVPD basis, the Open Molecules 2025 dataset).

XYZ file:
```
29
Properties=species:S:1:pos:R:3:mulliken_charge:R:1
Li 12.05 -1.96 10.45 1.045
C 12.42 -1.89 8.23 -0.219
O 12.11 -2.92 9.09 -0.834
H 12.77 -2.32 7.29 0.331
H 11.56 -1.24 8.07 -0.110
H 13.21 -1.21 8.56 -0.073
C 10.84 -2.11 12.29 -0.412
O 11.23 -3.02 11.31 -0.782
H 10.07 -2.42 13.01 0.318
H 11.72 -1.90 12.89 0.104
H 10.61 -1.14 11.86 -0.115
Cl 15.07 -2.11 10.81 1.713
O 15.83 -1.31 11.71 -0.706
O 15.52 -3.48 10.97 -0.707
O 13.66 -1.95 11.06 -0.708
O 15.21 -1.64 9.42 -0.684
C 10.37 1.09 11.09 -0.479
C 11.77 1.11 11.57 -0.778
C 12.62 0.34 10.58 -0.072
O 11.71 -0.63 10.12 -0.086
C 10.39 -0.07 10.07 -1.079
H 10.14 2.03 10.57 0.340
H 9.66 0.95 11.90 0.217
H 11.93 0.76 12.59 0.222
H 12.09 2.15 11.61 0.485
H 13.48 -0.12 11.07 0.009
H 12.96 0.93 9.73 0.312
H 9.62 -0.84 10.12 0.319
H 10.29 0.32 9.05 0.429
```

Computed properties:
Net charge   -2
E_LUMO   0.189 hartree
2S+1   1
Relative energy (zero: lowest compared OMol25 entry of this formula, charge and spin)   112.9 kcal per mole
Orbital gap   3.99 eV

=====

# 5
# C4H12N2O2

A molecular structure, C4H12N2O2 (the ωB97M-V functional and the def2-TZVPD basis, the Open Molecules 2025 dataset).

XYZ file:
```
20
Properties=species:S:1:pos:R:3:mulliken_charge:R:1
C 0.14 -0.25 -0.28 0.554
C -0.24 -0.08 1.68 -0.380
C -0.60 0.96 -0.49 -0.735
C -0.53 1.07 -2.38 -1.077
N -0.32 -1.48 -0.77 -0.670
N 0.41 -1.29 2.15 -0.582
O 1.51 -0.12 -0.34 -0.523
O 0.30 1.06 2.34 -0.570
H 1.81 -0.54 -1.16 0.402
H 1.15 1.24 1.91 0.370
H -1.31 -0.12 1.90 0.471
H 0.40 -2.19 -0.73 0.265
H -1.10 -1.86 -0.22 0.271
H 1.39 -1.26 1.89 0.249
H 0.38 -1.32 3.16 0.267
H -1.67 0.92 -0.30 0.342
H -0.09 1.88 -0.22 0.336
H 0.49 0.99 -2.75 0.303
H -1.18 0.32 -2.83 0.324
H -0.93 2.07 -2.59 0.384
```

Computed properties:
E_LUMO   0.025 hartree
2S+1   1
Relative energy (zero: lowest compared OMol25 entry of this formula, charge and spin)   94.9 kcal per mole
Orbital gap   8.41 eV